Entry 1:
{
  "formula": "C9H58I2N5O24",
  "method": "wB97M-V/def2-TZVPD",
  "symbols": ["O", "H", "H", "H", "H", "H", "H", "O", "H", "I", "N", "H", "H", "H", "H", "H", "O", "H", "H", "H", "H", "H", "N", "H", "O", "O", "H", "N", "H", "H", "C", "N", "C", "H", "H", "H", "H", "O", "H", "O", "H", "H", "C", "C", "O", "H", "O", "H", "O", "H", "O", "O", "O", "O", "H", "O", "C", "H", "H", "H", "H", "H", "H", "O", "O", "H", "O", "H", "H", "C", "H", "O", "O", "H", "N", "O", "H", "H", "C", "H", "O", "H", "O", "H", "H", "C", "H", "O", "H", "C", "H", "H", "H", "H", "H", "H", "I", "H"],
  "coordinates": [[7.25045, -7.66782, -2.69277], [-2.47536, 5.74516, 3.58908], [3.92490, 1.77052, -5.56640], [-3.70251, 6.64119, 3.60859], [3.27150, 5.01923, -0.43708], [0.33252, -3.99067, 1.77981], [2.23666, -1.88362, 2.70866], [-3.42713, 5.73357, 3.44543], [-0.12311, 5.74272, 2.30642], [3.81810, -3.89077, 1.82343], [0.13571, 0.24346, 1.93744], [-0.66395, 3.33355, -3.49767], [-6.92117, 0.14700, 2.48570], [-9.04312, 0.20762, 1.54737], [-0.25795, -0.66344, 2.11648], [6.32615, -3.57306, 5.38948], [-9.13417, 5.38440, 0.99155], [-1.33239, 3.79718, 1.54610], [-0.41301, 1.28836, -4.43769], [-7.49066, 3.79224, 0.43645], [-8.98019, 1.16656, 0.35737], [-0.15425, -1.71531, -7.67756], [1.77500, 1.53501, 0.87435], [1.72961, -3.40497, -4.36705], [3.23792, 2.38600, -5.29338], [2.91288, -5.19575, 6.23515], [1.35842, -4.49608, 3.07728], [1.86146, -0.66449, 0.58468], [-1.07773, 4.39319, -4.51787], [-6.00001, 3.89673, 0.69850], [2.76620, 1.27084, 0.06827], [2.86802, -0.04014, -0.12498], [2.05603, -2.70206, 2.02109], [-0.16678, 2.29381, 2.08872], [-0.34938, 1.38389, 3.60317], [-3.45521, 1.78557, 0.72725], [-2.65131, 1.54936, 3.11512], [-1.43412, 3.78087, -3.86785], [4.59735, 4.35122, -0.77008], [0.96455, -3.97463, -4.49146], [-6.31243, 1.36434, 0.43005], [3.39606, 2.01074, -0.39729], [1.50090, -2.07721, 0.71707], [-2.41916, 1.99319, 0.97563], [3.77538, -0.66236, -0.89184], [5.28053, -4.67166, -0.48361], [-7.54706, -0.33153, 3.04318], [2.80916, 1.95869, -4.54478], [8.32787, -6.91068, 0.09708], [1.72311, -5.77863, -3.48789], [6.10797, -4.92680, -0.90739], [1.06244, 2.31317, -2.94582], [-3.48453, 2.97956, -3.00722], [-1.09971, 0.74326, -4.83301], [2.58291, -4.49375, 6.80277], [2.33112, -6.42207, -3.09855], [-0.56102, 1.39430, 2.53827], [3.20525, -6.03274, -3.19353], [5.03299, -3.57259, 4.54850], [-5.69217, -0.03802, 0.30649], [7.60728, -6.32361, -0.14863], [-3.01797, 3.79179, -0.68022], [1.65261, 3.07433, -3.03165], [-6.64308, 3.42211, 0.16210], [5.53525, -4.08231, 5.18976], [-1.80528, 1.58799, 0.17039], [5.23701, -0.64542, 0.82142], [8.19690, -7.51896, -2.78639], [0.43104, -3.48931, -5.13573], [-2.26534, 3.49638, 1.08719], [1.40138, 1.83011, -2.18793], [-9.59562, 0.73490, 0.95573], [3.65469, 4.17165, -0.68426], [8.05771, -7.75559, -0.28023], [4.93937, -1.30643, -0.04226], [0.33673, 5.06542, 2.81509], [3.87350, -5.09380, 6.26095], [0.42616, -2.06014, 0.85974], [0.95829, -3.61852, 2.58893], [-7.00626, -0.86899, 3.62716], [-5.61090, 0.79510, 0.78267], [-3.92456, 3.69227, -3.48047], [-0.26747, -2.30663, -6.92803], [-9.71574, 4.64556, 0.78304], [-9.69456, 6.02027, 1.44522], [1.21456, 0.36353, 1.18694], [-3.08857, 3.89077, 1.68240], [-2.22722, 4.08910, -0.21232], [-2.28141, 0.19129, 2.10301], [-2.05574, 1.24632, 2.25916], [-0.98983, -2.88663, -7.18925], [-2.57506, 3.29146, -2.90919], [6.77702, -4.37283, -0.48928], [1.23231, 5.40520, 2.90571], [-1.89802, 0.98501, -4.35170], [6.89672, -6.80756, -2.44101], [1.72575, -3.19938, -1.07313], [0.31880, -3.07010, 3.27591]],
  "lowdin_charge": [-0.054, 0.021, 0.040, 0.042, 0.053, 0.075, 0.080, -0.052, 0.041, 1.045, 0.121, 0.022, 0.001, 0.001, 0.136, 0.049, -0.051, 0.081, -0.015, 0.020, 0.014, 0.046, 0.208, 0.020, -0.052, -0.068, 0.052, 0.027, 0.086, 0.051, -0.060, -0.102, -0.783, 0.089, 0.128, 0.090, 0.123, -0.038, 0.054, -0.083, 0.014, 0.125, -0.753, -0.175, -0.097, -0.059, -0.053, -0.003, -0.061, -0.010, -0.067, -0.025, -0.084, -0.051, 0.029, -0.070, -0.136, 0.025, -0.042, 0.057, -0.021, 0.063, 0.065, -0.040, -0.069, 0.119, 0.143, 0.042, 0.019, -0.256, 0.033, -0.052, -0.050, 0.031, 0.085, -0.053, 0.005, 0.065, -0.160, 0.042, -0.058, 0.044, -0.047, 0.041, 0.044, -0.308, 0.108, -0.065, 0.107, -0.159, 0.046, -0.039, 0.049, 0.040, 0.026, 0.006, 1.046, 0.086],
  "largest_force_ev_per_a": 1.9,
  "lumo_energy_ev": -4.715,
  "total_charge": 1,
  "gap_ev": 7.4457
}

=====

Entry 2:
{
  "formula": "C9H61AlFO24",
  "method": "wB97M-V/def2-TZVPD",
  "symbols": ["H", "H", "H", "H", "H", "H", "H", "O", "H", "H", "H", "O", "H", "C", "C", "H", "O", "H", "O", "H", "H", "H", "H", "H", "H", "H", "O", "H", "H", "H", "H", "H", "H", "O", "H", "H", "C", "O", "H", "H", "H", "O", "H", "O", "H", "H", "O", "H", "O", "H", "O", "H", "O", "O", "C", "H", "H", "O", "O", "H", "O", "H", "O", "H", "F", "Al", "H", "O", "H", "C", "O", "C", "H", "H", "H", "H", "H", "H", "O", "H", "H", "H", "O", "H", "H", "H", "H", "C", "H", "H", "O", "H", "C", "O", "C", "H"],
  "coordinates": [[1.13988, 1.52301, -4.53590], [7.36714, -0.81268, 2.79254], [-6.99346, 0.94915, -1.98998], [0.44662, 5.53282, -4.05660], [2.31683, 3.05902, 4.19267], [0.55134, 0.01721, -7.76127], [2.24307, -2.87272, 3.63076], [6.35446, -3.91914, -3.50086], [-7.09677, 1.81469, -0.73619], [-1.10756, -2.14270, -0.85824], [-0.10765, 1.39825, -0.55018], [1.59860, -3.45674, 4.05798], [4.57192, 2.21676, 7.88524], [0.65308, 2.80854, 2.55038], [0.41455, 3.03732, 0.94449], [-0.16836, -3.89036, -4.19828], [-5.89572, -6.45405, -2.76192], [-1.20166, 4.85367, -1.03588], [4.61311, 1.29183, 2.34992], [-1.46306, -0.29054, -0.78848], [-2.90983, 3.56609, 6.29817], [0.06266, 3.65630, 3.14737], [2.81393, 2.00752, 2.70303], [-0.12312, -0.65306, 4.57207], [-5.53137, -6.62176, -1.87982], [1.60402, 2.16512, -0.79334], [-2.45229, 0.02397, -4.55291], [-0.61437, -4.67531, -5.42985], [-3.07461, -5.54440, -0.78478], [-1.54536, -1.31043, 2.22598], [-1.29266, 0.31007, 4.38141], [-2.44148, -0.68659, -3.89419], [3.24890, 2.92027, -2.04656], [7.64529, -0.06476, 3.34226], [-3.13673, 3.61919, 3.79727], [-4.53324, 0.25525, -3.99894], [2.24176, 3.00139, 3.02185], [-0.97810, -0.56947, 4.12374], [-5.97388, -2.42382, -1.18773], [-3.52062, -6.32935, -2.01635], [3.78060, 1.54835, 6.76325], [0.62619, 5.24624, -3.14854], [-1.08331, -4.75690, -0.83203], [-3.65037, -6.27448, -1.05765], [-1.09836, 3.98814, -2.28967], [0.18800, 1.79279, 2.90432], [-5.11759, -0.40586, -3.59843], [3.74309, 4.69656, 4.49489], [-5.67346, -1.63087, -0.71872], [2.86051, 2.45770, -3.44905], [-2.32852, 3.51646, 3.27266], [3.80402, 4.12324, 5.90889], [1.94809, 1.42028, -5.06051], [-7.50753, 1.05487, -1.17542], [2.09845, -2.09537, -0.76558], [2.14845, -1.65855, -1.84991], [1.67675, 1.66266, -5.95860], [-0.74412, -4.62044, -4.47115], [-1.61243, 4.09386, -1.47512], [1.13436, 4.42837, -3.25722], [-3.50318, 2.89504, 5.92857], [-0.31875, 1.27096, -7.70780], [3.31713, 4.75879, 5.36300], [7.22194, -3.66570, -3.15132], [4.70086, -2.89823, -0.99242], [0.86070, -1.03242, 0.51629], [-1.85894, 0.69502, -4.18331], [3.88759, -2.20448, 1.19669], [-4.33677, -1.50624, 1.32100], [-3.37518, -2.10050, 1.00401], [2.48598, 2.63999, -2.57414], [3.60467, -2.37510, -0.10020], [-3.49238, 2.18448, 6.58730], [5.73086, -3.61000, -2.82666], [-6.32269, -7.29017, -3.00181], [1.18118, -3.92498, 3.31940], [8.50379, -0.34109, 3.69666], [-1.73880, -4.60606, -2.20294], [1.45296, 0.70865, 0.89644], [4.33496, 0.54392, 1.80020], [1.60371, -3.17656, -0.84482], [-5.82072, -0.91354, -1.35330], [-1.57450, -4.12482, -1.37810], [2.74965, 3.89494, 2.46130], [-3.51940, -3.17832, 0.55965], [0.92014, -1.83969, 1.91291], [-5.23346, -1.06898, -4.29543], [-2.00979, -1.52692, 1.16510], [5.47161, 1.01551, 2.70432], [1.00083, 4.01885, 0.62648], [4.20758, 2.38447, 7.00314], [-2.59987, 3.75884, 2.37457], [0.86453, 1.72307, 0.01252], [0.49313, 0.88888, -7.34201], [-1.07226, -1.18613, -0.14514], [-0.73526, 3.29190, 0.75457]],
  "lowdin_charge": [0.039, 0.044, 0.018, 0.045, 0.060, 0.060, 0.009, -0.076, 0.044, 0.033, 0.085, -0.104, 0.046, -0.245, -0.175, 0.044, -0.075, 0.033, -0.072, 0.040, 0.048, 0.088, 0.051, 0.044, 0.008, 0.080, -0.065, 0.040, 0.012, 0.053, 0.035, 0.051, 0.063, -0.062, 0.010, 0.020, -0.133, -0.078, 0.042, 0.036, 0.057, -0.060, 0.065, -0.068, 0.007, 0.099, -0.058, 0.023, -0.077, 0.020, -0.073, -0.007, -0.068, -0.064, -0.158, 0.062, 0.009, -0.063, -0.082, 0.011, -0.060, 0.056, -0.094, 0.034, -0.101, 0.264, 0.047, -0.055, 0.044, -0.075, -0.077, -0.225, 0.045, 0.005, 0.036, 0.024, 0.037, 0.026, -0.299, 0.033, 0.073, -0.005, -0.065, 0.077, 0.037, -0.019, 0.050, -0.198, 0.017, 0.102, -0.052, 0.037, -0.254, -0.053, -0.261, 0.081],
  "largest_force_ev_per_a": 9.3,
  "lumo_energy_ev": 1.344,
  "total_charge": -1,
  "gap_ev": 4.9385
}